# 1
A molecular structure, C25H25N5O2PSSr, computed with ωB97M-V/def2-TZVPD.

Lowest unoccupied orbital energy: 1.961 eV
HOMO-LUMO gap: 5.96 eV
HOMO: -0.147 Ha
Energy relative to the best compared isomer or geometry (same formula, charge and spin): 5.491 eV
Energy: -2162.19468 Ha
Total charge: -1

CARTESIAN COORDINATES (ANGSTROEM)
Sr1 -0.939 0.939 0.310
C1 3.377 4.450 2.660
C2 3.401 5.078 1.268
N1 2.135 4.964 0.558
C3 1.651 3.784 0.074
S1 -0.012 3.838 -0.428
N2 2.525 2.815 -0.048
N3 2.112 1.652 -0.578
C4 3.045 0.771 -0.738
C5 4.469 0.997 -0.288
C6 2.744 -0.492 -1.420
C7 3.752 -1.442 -1.646
C8 3.477 -2.567 -2.400
C9 2.210 -2.732 -2.935
C10 1.264 -1.760 -2.632
N4 1.506 -0.697 -1.890
H1 4.348 4.567 3.151
H2 3.132 3.394 2.586
H3 2.614 4.930 3.276
H4 4.163 4.593 0.657
H5 3.639 6.142 1.338
H6 1.401 5.607 0.797
H7 4.518 1.978 0.171
H8 5.165 0.950 -1.130
H9 4.754 0.240 0.448
H10 4.744 -1.298 -1.240
H11 4.250 -3.304 -2.586
H12 1.963 -3.582 -3.557
H13 0.253 -1.850 -3.021
O1 -2.893 1.075 -3.272
C11 -2.316 0.335 -2.491
O2 -1.292 0.580 -1.760
C12 -2.809 -1.108 -2.218
P1 -1.777 -1.434 -0.738
C13 -2.540 -3.055 -0.193
C14 -1.814 -4.211 -0.482
C15 -2.289 -5.465 -0.125
C16 -3.498 -5.583 0.545
C17 -4.227 -4.443 0.853
C18 -3.752 -3.193 0.484
C19 -2.645 -0.398 0.423
C20 -3.300 0.760 0.067
C21 -3.539 1.743 1.005
C22 -3.123 1.573 2.316
C23 -2.453 0.412 2.678
C24 -2.187 -0.540 1.719
H14 -2.595 -1.763 -3.061
H15 -3.877 -1.153 -2.005
H16 -0.857 -4.113 -0.985
H17 -1.713 -6.351 -0.359
H18 -3.869 -6.559 0.832
H19 -5.169 -4.531 1.381
H20 -4.336 -2.314 0.726
H21 -3.655 0.918 -0.938
H22 -4.055 2.647 0.708
H23 -3.314 2.344 3.050
H24 -2.097 0.276 3.690
H25 -1.621 -1.430 1.974
N5 1.227 1.485 3.235
C25 0.722 1.529 2.186

# 2
10 unconnected molecules or ions with the total composition C48H48O28, computed with ωB97M-V/def2-TZVPD.

Lowest unoccupied orbital energy: -3.065 eV
HOMO-LUMO gap: 5.83 eV
HOMO: -0.327 Ha
Energy relative to the best compared isomer or geometry (same formula, charge and spin): 3.178 eV
Energy: -3963.61052 Ha
Total charge: 0
Structure (SMILES): O=C1C=C(O)C(=O)C=C1O.O=C1C=C(O)C(=O)C=C1O.O=C1C=C(O)C(=O)C=C1O.O=C1C=C(O)C(=O)C=C1O.O=C1C=C(O)C(=O)C=C1O.O=C1C=C(O)C(=O)C=C1O.CC(C)=O.CC(C)=O.CC(C)=O.CC(C)=O

CARTESIAN COORDINATES (ANGSTROEM)
O1 -2.205 1.836 -2.457
C1 -2.190 1.830 -3.662
C2 -1.022 1.425 -4.415
C3 -0.933 1.414 -5.876
O2 0.241 1.360 -6.563
C4 -2.099 1.690 -6.699
O3 -2.053 1.647 -7.914
C5 -3.284 2.243 -6.036
C6 -3.271 2.257 -4.437
O4 -4.400 2.574 -3.729
H1 -0.218 1.352 -3.721
H2 0.737 0.727 -6.011
H3 -4.046 2.551 -6.636
H4 -4.341 2.159 -2.766
O5 -1.388 -2.405 -0.685
C7 -0.749 -1.662 0.111
C8 -0.666 -1.920 1.489
C9 0.248 -1.044 2.462
O6 0.370 -1.470 3.806
C10 0.790 0.169 2.016
O7 1.320 1.016 2.785
C11 0.724 0.350 0.604
C12 -0.023 -0.537 -0.377
O8 0.037 -0.242 -1.761
H5 -1.159 -2.666 1.719
H6 -0.090 -2.208 3.698
H7 1.155 1.211 0.187
H8 -0.473 -0.805 -2.220
O9 6.446 5.663 0.342
C13 5.363 5.361 0.830
C14 4.651 6.415 1.457
C15 3.180 6.214 1.932
O10 2.468 7.182 2.583
C16 2.529 4.874 1.829
O11 1.443 4.653 2.341
C17 3.370 3.774 1.261
C18 4.831 4.084 0.797
O12 5.445 2.940 0.209
H9 4.945 7.448 1.724
H10 1.513 7.010 2.739
H11 3.062 2.680 0.983
H12 6.279 3.327 -0.299
O13 -4.641 -0.856 -7.488
C19 -3.752 -1.449 -6.796
C20 -3.816 -1.362 -5.402
C21 -2.559 -1.860 -4.480
O14 -2.553 -1.809 -3.113
C22 -1.332 -2.448 -5.275
O15 -0.299 -2.647 -4.635
C23 -1.353 -2.383 -6.717
C24 -2.581 -1.993 -7.557
O16 -2.664 -1.829 -8.870
H13 -4.735 -1.000 -4.765
H14 -3.221 -1.346 -2.654
H15 -0.332 -2.946 -7.207
H16 -3.519 -1.570 -9.159
O17 -2.071 5.315 -2.228
C25 -0.850 5.566 -2.359
C26 -0.562 6.747 -3.098
C27 0.940 7.323 -3.190
O18 1.347 8.581 -3.439
C28 2.016 6.431 -2.751
O19 3.290 6.700 -2.978
C29 1.678 5.224 -1.979
C30 0.248 4.744 -1.849
O20 -0.108 3.508 -1.226
H17 -1.268 7.525 -3.381
H18 0.558 8.991 -3.782
H19 2.367 4.635 -1.423
H20 -1.089 3.494 -1.174
O21 -0.408 -1.751 7.929
C31 0.699 -1.098 7.855
C32 0.858 -0.174 6.797
C33 2.057 0.732 6.703
O22 2.392 1.453 5.566
C34 3.084 0.737 7.783
O23 3.931 1.683 7.811
C35 3.080 -0.325 8.725
C36 1.784 -1.199 8.762
O24 1.811 -2.307 9.640
H21 0.000 -0.042 6.080
H22 1.659 1.540 4.887
H23 3.827 -0.456 9.467
H24 0.877 -2.754 9.578
C37 3.302 0.910 -2.249
C38 3.745 -0.458 -1.701
C39 3.134 -1.708 -2.406
O25 4.411 -0.729 -0.708
H25 3.506 1.543 -1.374
H26 2.270 0.939 -2.394
H27 3.750 1.236 -3.067
H28 2.716 -2.627 -1.960
H29 3.790 -2.091 -3.233
H30 2.211 -1.393 -2.839
C40 -6.585 -3.356 2.753
C41 -5.923 -3.298 1.459
C42 -4.530 -2.531 1.363
O26 -6.364 -4.015 0.481
H31 -7.715 -3.272 2.829
H32 -6.343 -2.526 3.531
H33 -6.349 -4.187 3.241
H34 -4.321 -2.218 0.445
H35 -3.792 -3.121 1.939
H36 -4.490 -1.567 1.730
C43 -0.573 -5.588 6.188
C44 -0.878 -5.081 4.772
C45 -1.565 -6.084 3.777
O27 -0.547 -3.889 4.358
H37 -1.485 -5.860 6.904
H38 0.203 -5.072 6.723
H39 -0.303 -6.692 5.965
H40 -2.573 -5.743 4.017
H41 -1.472 -7.095 3.865
H42 -0.864 -5.867 2.721
C46 2.326 -4.465 0.887
C47 1.620 -4.916 -0.281
C48 0.091 -5.176 -0.135
O28 2.160 -5.161 -1.346
H43 2.984 -5.244 1.191
H44 1.698 -4.366 1.965
H45 2.605 -3.357 0.764
H46 -0.363 -4.520 0.538
H47 -0.449 -6.196 0.176
H48 -0.363 -4.962 -1.137

# 3
2 unconnected molecules or ions with the total composition C5H11N2O, computed with ωB97M-V/def2-TZVPD.

2S+1: 3
Lowest unoccupied orbital energy (alpha / beta): -3.403 / -6.690 eV
HOMO-LUMO gap (alpha / beta): 6.12 / 8.20 eV
HOMO (alpha / beta): -0.350 / -0.547 Ha
Energy relative to the best compared isomer or geometry (same formula, charge and spin): 4.263 eV
Energy: -381.38287 Ha
Total charge: +1
Expectation value of S²: 2.006

CARTESIAN COORDINATES (ANGSTROEM)
C1 2.805 -0.322 0.101
C2 0.447 -0.232 -0.135
C3 3.075 1.064 0.002
C4 -1.182 -2.110 -0.080
C5 -1.816 1.067 -0.167
N1 0.161 -1.472 0.135
N2 -0.358 0.832 -0.179
O1 2.931 -1.459 0.127
H1 2.578 1.732 0.784
H2 2.885 1.516 -0.927
H3 4.201 1.317 0.296
H4 -1.060 -2.736 -0.976
H5 -1.491 -2.727 0.675
H6 -2.022 -1.474 -0.031
H7 -2.317 1.180 -1.233
H8 -2.117 2.052 0.380
H9 -2.290 0.345 0.332
H10 0.887 -2.068 0.362
H11 0.085 1.586 -0.691